# 1
Entry from the Open Molecules 2025 dataset: a cluster of 11 separate species, C14H42O14S in total in a non-equilibrium geometry (ωB97M-V with the def2-TZVPD basis set).

```
71
Properties=species:S:1:pos:R:3:forces:R:3
S -1.524 -0.584 -0.954 0.7906 -0.3304 0.8402
O -2.887 -0.876 2.281 0.2573 -0.1891 -0.0596
O 1.867 -2.895 -0.520 0.7043 0.7245 2.5304
O 4.830 -2.420 0.961 0.0939 0.3051 0.1626
O 4.361 2.892 2.253 -0.2246 0.1168 0.1386
O -1.692 -3.874 -0.221 2.4096 1.1286 -0.4348
O 5.186 0.604 -1.234 -0.3881 0.2315 0.3122
O -6.756 5.806 2.026 -0.0720 0.4327 0.0179
O 6.350 -4.132 -2.896 -0.1471 0.1198 0.0290
O 5.351 0.080 3.280 -0.2671 0.1172 -0.3066
O -5.281 2.400 1.686 0.0003 0.0035 -0.3376
O -3.966 1.030 -2.478 0.0475 -0.0054 0.3045
O -7.284 1.784 -3.402 -0.1301 0.2605 -0.0511
O 1.995 -0.511 0.039 -2.3921 -5.3196 -1.9015
O 1.113 -4.637 0.996 0.6703 3.2430 -3.2326
C 7.164 -5.282 -3.074 -0.2555 -0.0173 -0.0795
C 1.360 -1.543 -0.279 -0.8124 2.5637 0.4857
C -7.738 0.622 -2.723 -0.1610 0.1365 -0.0058
C 4.792 2.812 0.906 0.0087 -0.2133 0.2770
C -4.279 1.159 -3.859 0.1519 0.3856 0.0062
C 6.468 -0.640 3.777 -0.1101 -0.0360 -0.2802
C -0.209 -1.781 -0.479 -1.3394 -1.8381 1.2574
C -5.988 3.114 2.693 0.1579 0.0100 -0.0216
C -7.070 5.930 0.646 0.1100 0.2650 0.1489
C 0.948 -3.713 0.193 -2.5645 -2.2776 1.2854
C 5.402 -0.429 -2.170 -0.2318 -0.2415 0.0638
C -3.749 0.065 2.913 -0.0126 -0.0858 0.0931
C 5.644 -3.571 0.784 -0.2615 -0.0724 -0.1293
C -0.487 -3.147 -0.203 1.6563 2.2856 -0.8859
H -6.930 -0.109 -2.698 -0.0034 0.1626 -0.0210
H 5.705 -3.820 -0.279 0.1842 -0.1377 0.0344
H -5.831 2.618 3.652 0.0248 -0.1314 -0.1516
H 4.046 2.277 0.313 0.1137 0.0978 -0.2141
H 5.218 -4.411 1.339 0.1690 -0.1206 -0.0208
H -2.157 -0.277 0.265 0.9063 -0.7601 -0.7953
H 7.226 -5.530 -4.137 0.1587 -0.1651 0.0453
H -3.662 1.894 -2.174 -0.0661 -0.2142 -0.0185
H 6.742 -6.123 -2.519 0.1863 -0.1388 -0.0481
H 6.644 -3.358 1.162 -0.1188 0.0754 -0.0151
H 5.186 -0.238 2.378 0.0344 -0.1013 0.2765
H -4.331 -0.436 3.692 -0.0688 0.1350 0.0578
H -8.016 2.414 -3.410 0.1938 -0.1038 -0.0556
H 4.268 1.985 2.571 0.1917 0.1733 0.2029
H -6.454 6.672 2.328 -0.0843 -0.1972 0.0099
H -5.436 2.858 0.851 0.0809 -0.1443 0.1527
H -8.595 0.196 -3.251 -0.0050 -0.1652 0.1302
H -7.056 3.120 2.460 -0.0320 0.1421 0.2098
H -4.627 0.196 -4.233 0.0451 0.0481 0.1264
H 4.304 0.453 -0.851 0.4969 0.1131 -0.0879
H -2.299 -1.227 2.961 -0.0685 0.0139 -0.2372
H 8.164 -5.066 -2.696 -0.1322 0.0734 -0.0144
H -1.631 -4.530 -0.957 0.0428 0.5480 0.8628
H -3.155 0.871 3.350 -0.1924 0.1164 0.0368
H 4.909 3.822 0.513 -0.0490 -0.0575 0.0803
H -4.426 0.479 2.167 0.2299 -0.1311 0.1321
H 6.239 -1.708 3.789 0.1877 -0.0509 0.0741
H -7.415 4.964 0.276 0.0195 0.0402 0.1239
H -8.023 0.880 -1.699 -0.0172 -0.2304 0.0518
H -7.861 6.671 0.512 -0.0189 -0.0724 -0.2424
H 6.383 -0.302 -2.629 -0.0710 0.0700 0.0972
H 6.681 -0.306 4.793 -0.1040 0.0521 -0.1030
H -6.178 6.232 0.090 -0.1147 -0.0184 -0.2065
H 7.338 -0.449 3.144 0.1405 -0.1280 0.1387
H 5.751 2.291 0.857 -0.0187 0.0105 -0.2848
H -5.614 4.135 2.749 -0.1852 -0.1504 0.1905
H -5.067 1.902 -3.988 0.0195 -0.1458 -0.2191
H 5.366 -1.395 -1.659 0.0895 -0.1500 -0.2185
H 4.633 -0.386 -2.946 0.0973 -0.1851 -0.1821
H 5.473 -4.349 -3.237 0.1674 0.1416 0.0817
H -3.386 1.461 -4.412 -0.0538 -0.0907 -0.1862
H 3.956 -2.632 0.622 -0.0641 0.0734 -0.0201
```
Positions in Å, forces in eV/Å.

Values from the calculation:
- multiplicity = 1
- HOMO energy (eV) = -9.3
- structure (SMILES) = O=C1OC(=O)C(S)=C1O.CO.CO.CO.CO.CO.CO.CO.CO.CO.CO
- charge = 0
- HOMO-LUMO gap (hartree) = 0.30556

# 2
Entry from the Open Molecules 2025 dataset: a structure of composition C14H42O22S2Y2 in a non-equilibrium geometry (ωB97M-V with the def2-TZVPD basis set).

```
82
Properties=species:S:1:pos:R:3:forces:R:3
Y 0.031 -0.128 -2.424 -0.6117 -0.0038 0.9556
Y 0.347 -4.026 1.153 -1.3284 -0.0331 0.6280
S 0.549 -2.987 -2.274 1.1848 0.3350 -2.9850
S -0.352 -0.574 0.506 -1.0320 0.5380 -0.9913
O -1.818 -3.497 2.283 0.4503 -0.5597 -1.0517
O 1.794 1.524 -2.066 -0.0398 -0.0176 -2.1229
O -0.763 0.429 1.450 0.1172 0.8783 0.7948
O -2.286 0.162 -3.313 1.2379 0.2361 0.0063
O 1.409 -1.789 -2.273 2.9059 1.9713 0.0564
O -0.799 4.338 -0.083 0.2322 0.1559 -0.2857
O 1.997 -5.661 0.612 0.2080 0.4671 0.1632
O 3.174 -0.358 0.997 1.0607 0.4943 0.7410
O 0.782 -0.107 -0.267 3.7432 1.6271 -0.2181
O 1.033 -3.908 -3.249 -0.4254 -0.9424 0.2549
O 2.328 -2.886 1.251 0.6252 -1.4533 0.2724
O -3.217 1.749 1.165 -0.0279 1.4282 -0.5413
O -0.222 3.007 2.411 -0.6450 -0.8478 0.0323
O 0.189 1.815 -4.024 -0.3458 1.0129 -0.6424
O -0.048 -1.822 1.128 0.1137 -1.2686 1.8166
O -2.332 -0.025 3.425 -2.2015 0.1654 0.2008
O -0.989 1.957 -1.512 0.4247 -0.0404 -0.8740
O -0.709 -2.317 -2.620 -2.5288 -0.2867 -0.5960
O 0.561 -3.468 -0.911 -0.4181 -1.4871 1.1877
O -1.745 -5.008 -0.055 0.8810 -0.2753 0.0673
O -1.291 -0.744 -0.583 -2.8111 -0.4857 -0.9868
O 3.349 2.689 -0.046 -0.0987 -0.4996 0.0375
C 3.510 0.851 1.666 0.4712 1.7758 -0.5908
C -2.156 2.358 -2.153 -2.8955 -1.6314 -0.3518
C -2.777 -4.058 0.066 -0.3611 0.7783 0.2769
C -2.967 1.079 -2.456 -1.3848 0.2805 0.7562
C 3.330 -3.630 0.563 0.8739 -1.3304 -0.8963
C -3.679 0.380 3.035 0.4817 1.6189 1.0872
C -3.745 1.833 2.471 -0.4391 -1.9951 0.3759
C -3.029 -3.755 1.547 -1.0767 0.5360 0.6475
C 0.266 4.626 0.808 1.5943 -0.8226 1.2097
C 2.088 2.713 -2.857 -1.2243 0.7768 1.5385
C 4.241 1.962 0.815 0.1281 -0.6797 0.6269
C 0.770 3.330 1.491 0.1557 1.2993 -0.1831
C 0.915 3.033 -3.839 2.5330 -0.2479 0.6250
C 3.298 -5.142 0.927 0.5877 1.2271 0.0026
H 3.194 -3.432 -0.500 0.0431 -0.3416 -0.1618
H 2.034 3.464 -2.069 0.3621 0.5836 -0.3578
H -2.896 -0.257 -3.925 0.0888 -0.1881 0.1011
H -3.560 -4.501 2.138 -0.1036 -0.5842 -0.6096
H 1.322 3.388 -4.785 0.2113 -0.4261 -0.2461
H 3.560 -5.176 1.985 -0.6031 -0.3300 0.3174
H 4.049 -5.762 0.437 0.0667 0.4780 -0.4453
H -4.151 -0.278 2.306 0.1503 -0.2262 -0.0355
H 4.672 2.669 1.524 -0.1316 0.0044 0.3174
H 1.995 -6.614 0.727 -0.2417 -0.1267 0.1656
H 3.092 2.748 -3.280 -0.2001 -0.5601 -0.2582
H 1.114 5.134 0.350 -0.3183 0.0698 -0.6977
H -2.295 1.485 1.224 0.2569 -0.1425 -0.0817
H 2.390 1.547 -1.314 0.2788 0.0918 0.5755
H 4.291 -3.207 0.856 0.1963 -0.3277 -0.0243
H -3.946 1.246 -2.907 0.1089 0.7861 -0.1753
H -3.241 0.610 -1.511 0.5537 -0.2861 0.1412
H -2.193 -5.851 -0.155 0.5480 -0.3979 0.1370
H 0.339 3.903 -3.524 -0.6237 -0.5313 0.6621
H -2.774 2.905 -1.440 -0.0943 0.1942 -0.0667
H -0.424 2.091 2.205 -0.3866 -0.4282 0.4818
H -0.483 2.201 -4.591 -0.8692 -1.1687 -0.3657
H -1.765 0.114 2.663 0.2711 -0.1734 -0.1200
H -0.729 2.740 -1.021 0.7657 0.5507 0.8895
H 3.762 3.541 -0.204 -0.0523 0.0912 -0.1448
H -4.782 2.162 2.410 -0.1973 -0.3163 -0.3619
H -3.602 -4.444 -0.533 -0.6373 0.1681 0.7254
H 5.093 1.619 0.227 -0.1007 -0.5448 -0.0527
H 2.805 -2.055 1.312 -0.6328 1.5289 0.6029
H -3.625 -2.850 1.664 -0.2066 0.1321 -0.4842
H -2.154 2.913 -3.090 1.1016 0.4161 -0.0576
H -2.518 -3.141 -0.465 0.5814 0.1171 0.1358
H -1.585 4.334 0.470 -0.3467 -0.1975 0.0037
H -2.091 -3.265 3.174 0.3582 0.1470 0.2047
H 1.693 3.440 2.060 0.3354 0.7086 -0.1886
H 1.013 2.554 0.765 -0.4956 -0.1983 -0.1978
H -0.061 5.255 1.635 -0.2003 0.1743 -0.1505
H 2.279 -0.268 0.661 -0.7240 0.1912 -0.6851
H -4.286 0.445 3.938 0.0784 -0.6426 0.2258
H 2.653 1.398 2.059 -0.5605 -0.4024 -0.1523
H 4.106 0.715 2.568 0.3236 -0.6762 -0.2935
H -3.333 2.539 3.192 0.9310 0.0897 -0.3160
```
Positions in Å, forces in eV/Å.

Values from the calculation:
- multiplicity = 2
- HOMO energy (alpha / beta) (eV) = -6.3 / -11.4
- charge = +1
- HOMO-LUMO gap (alpha / beta) (hartree) = 0.14520 / 0.33485

# 3
Entry from the Open Molecules 2025 dataset: a structure of composition C14H44F4N2O26P4S4Sr in a non-equilibrium geometry (ωB97M-V with the def2-TZVPD basis set).

```
99
Properties=species:S:1:pos:R:3:forces:R:3
Sr -22.319 9.798 19.985 1.4171 -0.3045 -0.5830
S -24.240 12.532 21.205 -2.8084 1.9061 11.8526
S -25.503 8.464 20.045 -5.1826 7.2110 -3.3172
S -23.671 13.253 19.155 3.2371 4.0804 -5.4559
S -24.583 7.018 21.581 2.7917 -5.5341 4.3815
P -27.845 2.525 23.220 0.1847 -0.2199 1.1896
P -20.916 10.451 23.528 -1.8632 2.8507 3.8054
P -19.863 6.859 19.470 -0.7806 -0.8484 -0.8725
P -22.534 8.792 16.202 -2.7206 -0.3710 -2.9904
F -24.281 11.147 21.965 -0.7609 -1.5811 0.9488
F -25.049 9.654 18.993 0.1863 -1.1196 0.2849
F -22.510 12.773 18.136 0.9414 -0.0135 0.5283
F -23.233 6.995 22.477 -0.5529 0.3146 -0.9692
O -19.784 11.573 23.892 -2.2647 -2.1840 -2.9008
O -20.094 5.425 20.160 1.1541 1.5913 -1.3806
O -23.276 14.618 19.589 -0.5681 -4.2013 0.1564
O -18.347 7.182 19.539 1.2934 -0.2646 -0.4625
O -28.292 3.579 22.255 0.2649 -0.5952 0.3415
O -20.493 9.202 24.409 -0.0793 0.7028 -0.9238
O -24.721 13.231 18.211 -1.6260 -0.8245 0.5568
O -26.827 3.095 24.388 -2.3389 -1.3949 -1.4970
O -21.758 9.584 14.979 -1.2928 -2.0488 2.1633
O -26.104 7.469 19.187 0.4357 0.0128 0.9317
O -20.112 6.671 17.871 -0.7957 2.4789 3.0887
O -29.107 1.874 24.014 1.9289 1.7010 -1.9857
O -20.716 7.872 20.145 0.4802 -0.2768 -0.8941
O -27.029 1.267 22.605 -1.0415 1.1731 -0.4010
O -26.127 3.366 17.365 0.4728 -1.9515 -0.2474
O -29.702 5.307 20.679 0.5109 3.4053 -2.3524
O -22.601 7.199 15.587 -0.7373 2.2002 2.1716
O -23.510 13.321 22.223 -0.9719 -1.1929 -2.8389
O -22.059 9.028 17.600 -0.1115 -0.3510 -1.2466
O -21.341 10.195 22.134 1.2485 0.1767 0.3455
O -25.568 7.349 22.617 1.3439 -0.2702 -2.7191
O -26.367 9.282 20.910 1.5359 -2.5628 -1.5219
O -22.146 11.038 24.423 1.4456 0.2617 -1.5588
O -25.626 12.922 21.034 1.7329 -0.6567 -1.1456
O -24.597 5.601 21.056 -0.2553 4.4493 0.6311
O -24.121 9.275 15.984 2.5880 -2.9842 -0.8146
N -24.055 8.215 20.521 -1.3789 -3.6792 2.6182
N -23.442 11.892 20.113 0.4372 3.3974 -4.5854
C -23.254 10.334 24.972 0.8150 -0.7413 0.7842
C -29.003 0.585 24.507 0.1879 -3.0132 1.8415
C -25.882 4.043 23.948 0.3744 1.5997 0.0724
C -19.468 11.768 25.238 0.9984 0.8751 1.3482
C -19.937 5.554 17.102 0.4513 -1.4622 -1.0266
C -24.528 10.614 16.090 1.1401 1.4986 1.7767
C -23.472 6.208 16.302 0.7896 0.6136 0.2299
C -20.332 9.622 14.970 0.9374 0.5918 -0.3057
C -20.251 8.029 23.683 -0.0359 -2.7336 0.5667
C -28.979 6.477 20.221 -1.0182 -1.2153 0.1040
C -21.406 4.904 20.115 -0.5206 -2.2388 1.1090
C -17.371 6.953 18.454 0.1714 -0.0983 -0.1443
C -26.214 1.473 21.418 0.3475 0.6917 -0.0249
C -26.435 4.556 17.948 -0.5221 2.4276 0.1894
H -29.084 4.740 21.148 1.4362 -1.9082 1.8529
H -19.824 8.974 15.685 -0.4195 0.2680 0.6150
H -24.892 3.609 23.803 -0.1293 -0.0901 -0.0584
H -23.571 9.488 24.361 -0.2976 0.3004 -0.2682
H -29.080 0.580 25.594 0.1222 0.3792 0.0590
H -24.326 6.647 16.819 -0.0086 0.3972 -0.3960
H -20.842 5.431 16.508 0.1892 -0.3538 -0.0392
H -26.490 2.377 20.874 -0.2606 0.0930 0.1989
H -20.208 11.467 25.979 -0.2332 -0.1325 -0.4004
H -29.755 -0.146 24.209 -0.7467 0.8305 -0.6319
H -24.934 11.145 15.229 -0.0182 -0.8895 -0.3870
H -25.201 10.667 16.946 -0.1273 0.2517 -0.3112
H -23.811 5.444 15.602 0.1915 0.3803 -0.2098
H -18.523 11.270 25.457 -0.0239 -0.0317 0.0492
H -17.022 5.926 18.342 -0.4734 -0.2852 0.6884
H -20.357 8.134 22.603 0.5059 0.0008 0.1635
H -22.868 9.914 25.901 -0.2742 -0.2003 0.2212
H -25.809 4.841 18.794 0.2245 -0.5564 0.0710
H -24.050 11.029 25.242 0.1005 0.0005 -0.5668
H -22.126 5.289 19.393 0.2595 0.6035 0.2368
H -19.886 9.289 14.032 -0.7375 0.0440 -0.4127
H -26.313 5.363 17.226 -0.0078 0.3841 -0.1089
H -21.305 3.836 19.922 0.1785 -0.0778 -0.6304
H -27.474 4.635 18.269 -0.2787 -0.1994 0.2384
H -19.364 7.529 24.072 0.7814 0.7069 -0.6611
H -19.701 4.678 17.708 -0.2154 -0.2084 -0.0815
H -20.943 7.253 24.010 -0.8374 0.2568 -0.1895
H -25.845 4.833 24.697 0.2941 -0.2448 0.2934
H -27.891 6.450 20.169 0.3521 -0.9825 -0.2073
H -26.229 4.594 23.074 0.1787 -0.3908 -0.3266
H -26.899 3.048 16.892 0.1242 -0.1092 -0.1166
H -19.326 12.846 25.316 0.0615 -0.0696 0.2887
H -16.467 7.529 18.650 -0.4617 0.2666 0.3301
H -25.189 1.622 21.759 0.0227 -0.3155 -0.1279
H -29.452 6.987 19.381 -0.3666 -0.4147 0.1751
H -17.756 7.209 17.467 -0.3228 0.4312 0.3493
H -29.017 7.152 21.076 -0.4557 0.6805 1.0147
H -20.105 10.682 15.082 0.5015 -0.2255 0.3025
H -22.880 5.731 17.083 0.1628 -0.0394 -0.1007
H -21.755 4.828 21.145 -0.5608 0.9233 -0.1044
H -23.603 11.119 16.370 -0.3653 0.9556 0.1046
H -26.295 0.664 20.693 -0.1302 -0.2992 0.6007
H -19.090 5.729 16.439 -0.0328 -0.1524 -0.2120
H -28.113 0.004 24.265 0.4820 0.7452 -0.1568
```
Positions in Å, forces in eV/Å.

Values from the calculation:
- multiplicity = 2
- HOMO energy (alpha / beta) (eV) = -11.7 / -11.7
- charge = +1
- HOMO-LUMO gap (alpha / beta) (hartree) = 0.32057 / 0.11601